C7H10 in the gas phase at a distorted geometry, computed with the ωB97M-V functional and the def2-TZVPD basis.

Each line ends with the Löwdin charge.
Cartesian coordinates (Å):
C -1.68425 -0.39060 -0.88326  -0.0807
C -1.55565 0.76192 0.08149  -0.1930
C -0.17392 1.39891 -0.14194  -0.0596
C 0.47622 0.01174 0.15266  -0.4077
C 1.62832 -0.40983 1.04310  -0.0783
C 1.66451 -0.64086 -0.44908  -0.0912
C -0.89147 -0.56684 0.36629  -0.1938
H -1.15926 -0.33000 -1.83853  0.1126
H -2.62567 -0.92853 -0.90909  0.1016
H -2.44768 1.16489 0.56433  0.1297
H 0.30930 1.93504 0.65795  0.1054
H -0.07031 1.88704 -1.12428  0.1136
H 2.36033 0.26386 1.49175  0.0982
H 1.43725 -1.28720 1.66576  0.1001
H 2.35450 0.00102 -0.99476  0.1043
H 1.53752 -1.63610 -0.85631  0.1013
H -1.15976 -1.23446 1.17392  0.1375

Properties
Multiplicity ... 1
HOMO level ... -0.33813 Eh
Maximum force ... 1.49 eV Å⁻¹
Energy relative to the best compared isomer or geometry (same formula, charge and spin) ... 2.761 eV
SMILES ... C1[C@@H]2CC3(CC3)[C@H]12


A molecular structure, C26H32ClN3P2PdTe, computed with the ωB97M-V functional and the def2-TZVPD basis.

Each line ends with the Löwdin charge.
Cartesian coordinates (Å):
Pd 0.82419 -1.22458 -0.27955  0.1124
Cl 3.35130 -1.13969 -0.36242  0.7236
C 3.80931 0.54000 -0.05997  -0.5875
C 5.14892 0.80485 0.11519  -0.0696
C 5.51733 2.11810 0.38047  -0.0251
C 4.55992 3.11826 0.45296  -0.0297
C 3.21918 2.81835 0.25362  -0.0512
C 2.82265 1.50614 -0.01064  -0.3823
P 1.12227 1.09102 -0.44005  1.0004
C 0.11585 2.47190 0.08478  -0.3993
C 0.17767 2.90650 1.41416  -0.1257
C -0.59389 3.97743 1.82505  -0.0426
C -1.43248 4.61623 0.91403  -0.0351
C -1.49273 4.19176 -0.40396  -0.0422
C -0.71534 3.11959 -0.82731  -0.0634
C 1.09280 0.96941 -2.24176  -0.3817
C -0.00873 0.38970 -2.88278  -0.1224
C -0.03904 0.29044 -4.26563  -0.0514
C 1.02612 0.76795 -5.01666  -0.0378
C 2.11843 1.35342 -4.38889  -0.0384
C 2.15519 1.45604 -3.00747  -0.0578
H 5.88478 0.01468 0.06071  0.1223
H 6.56236 2.35202 0.53303  0.1275
H 4.85673 4.13759 0.65806  0.1248
H 2.48036 3.60792 0.28672  0.1158
H 0.83178 2.41476 2.12634  0.1199
H -0.54440 4.31702 2.85092  0.1212
H -2.03477 5.45520 1.23694  0.1216
H -2.13628 4.69910 -1.11006  0.1199
H -0.75639 2.79997 -1.86041  0.1062
H -0.86045 0.04444 -2.30861  0.0788
H -0.89579 -0.15119 -4.75682  0.1182
H 1.00219 0.69322 -6.09580  0.1217
H 2.94101 1.73558 -4.97812  0.1212
H 3.01059 1.91623 -2.52975  0.1115
C -4.02302 -0.22514 1.23731  -0.1597
N -3.01103 0.07545 2.25317  -0.1299
C -3.00168 -0.99635 3.24639  -0.1609
N -2.78181 -2.32259 2.66036  -0.1351
C -3.80038 -2.56563 1.63219  -0.1561
N -3.84211 -1.53173 0.59598  -0.1334
C -2.64510 -1.56446 -0.23808  -0.2844
P -1.15602 -1.26732 0.80639  0.9159
C -1.69137 0.26648 1.65881  -0.3040
C -1.42673 -2.49783 2.16644  -0.2708
H -4.01450 0.55536 0.47542  0.1354
H -4.99732 -0.22336 1.72452  0.1398
H -3.97094 -1.00854 3.74334  0.1403
H -2.23095 -0.79981 3.99232  0.1362
H -4.77100 -2.58980 2.12559  0.1406
H -3.62493 -3.53942 1.17211  0.1346
H -2.69223 -0.79318 -1.01019  0.0924
H -2.56223 -2.52942 -0.74008  0.0777
H -1.72027 1.07531 0.93234  0.0738
H -0.95974 0.52676 2.42650  0.1007
H -0.69387 -2.32837 2.95700  0.1076
H -1.29050 -3.50772 1.79253  0.0643
C 2.35715 -4.55781 0.27721  -0.3985
Te 1.02415 -3.73325 -1.14325  1.2946
C -0.63087 -4.86135 -0.47967  -0.4012
H 1.94428 -4.40064 1.26864  0.0191
H 3.32406 -4.07171 0.18006  -0.0066
H 2.45501 -5.61679 0.05321  0.0254
H -0.56011 -5.85455 -0.91397  0.0269
H -1.54012 -4.37450 -0.81928  -0.0078
H -0.58649 -4.91742 0.60041  -0.0007

Properties
Multiplicity ... 1
HOMO level ... -0.50607 Eh
Net charge ... +2
Maximum force ... 0.70 eV Å⁻¹
Energy relative to the best compared isomer or geometry (same formula, charge and spin) ... 0.000 eV


A molecular structure, C12H16AlBBr8O8 at a distorted geometry, computed with the ωB97M-V functional and the def2-TZVPD basis.

Each line ends with the Löwdin charge.
Cartesian coordinates (Å):
Al 4.16420 1.43397 3.63925  0.7951
O 2.88454 -0.09188 3.82988  0.0244
C 2.25239 0.44586 2.93602  -0.4846
O 0.92406 0.27051 2.39385  -0.3535
B 0.67562 1.18953 1.27480  -1.0503
O 2.00408 1.87984 1.15487  0.0164
C 2.86051 1.53415 2.03183  -0.4208
O 3.99101 1.93220 2.14403  0.1376
O -0.42584 2.02445 1.52435  0.2639
C -1.24443 2.07454 0.50271  -0.3408
O -2.23151 2.80949 0.42571  0.2178
C -0.82179 0.92630 -0.42780  -0.2604
O 0.24894 0.42129 0.08205  -0.0755
O -1.44380 0.74161 -1.50216  0.1466
Br 0.96848 -4.13600 -1.27431  0.6629
C 0.47284 -2.23651 -1.58085  -0.8327
C 0.22228 -1.45592 -0.22282  -0.4989
Br 2.02804 -1.02680 0.44719  1.1778
H -0.49761 -2.23694 -2.07715  -0.0966
H 1.24966 -1.74329 -2.16513  -0.1852
H -0.25975 -2.09042 0.52093  0.0147
H -0.08879 -0.43145 -0.42723  -0.1445
Br -1.48435 -0.11877 -4.15855  0.9393
C -1.90756 -0.37467 -2.29321  -0.7217
C -3.04351 -1.28933 -2.14161  -0.5300
Br -2.48276 -3.09063 -2.85176  0.8288
H -2.11197 0.65827 -2.01151  -0.0483
H -1.00701 -0.66941 -1.75448  0.0446
H -3.77786 -0.95536 -2.87462  0.0776
H -3.51347 -1.39672 -1.16401  -0.0322
Br 0.33114 -0.25089 4.15079  1.2780
C -0.93732 -1.35314 3.20456  -0.4383
C -1.79974 -0.40256 2.27822  -0.4905
Br -2.57996 -1.49723 0.86061  1.0106
H -1.62140 -1.76384 3.94716  0.0882
H -0.43889 -2.11300 2.60265  0.0703
H -1.10935 0.23954 1.73127  0.0080
H -2.66884 0.03031 2.77359  0.0980
Br 0.96142 -0.52534 -3.29272  0.9061
C 0.96443 1.28203 -2.38872  -0.4541
C 2.18643 1.66751 -1.48937  -0.4972
Br 1.63129 3.40832 -0.80446  0.9858
H 0.01296 1.30387 -1.85737  0.0095
H 0.97210 2.03820 -3.17372  0.0816
H 3.14643 1.75208 -1.99863  0.0972
H 2.34449 1.18614 -0.52429  -0.0248

Properties
Multiplicity ... 1
HOMO level ... -0.50515 Eh
Net charge ... +2
Maximum force ... 15.86 eV Å⁻¹


A molecular structure, C6H7N3O2 at a distorted geometry, computed with the ωB97M-V functional and the def2-TZVPD basis.

Each line ends with the Löwdin charge.
Cartesian coordinates (Å):
C -0.64634 -0.93223 2.46897  -0.1449
C -1.78509 -0.62959 0.48269  -0.2445
C -0.82262 0.22503 -0.02273  -0.4048
C 0.67700 1.30276 -0.95357  -0.2324
C 1.58870 2.34596 -1.09200  -0.2085
C 0.75927 0.09238 -1.73509  -0.2824
H -1.64789 -0.97793 3.36888  0.1465
H 0.33840 -2.02995 2.58553  0.1858
H -0.03908 0.31676 2.42765  0.1772
H -2.38839 -1.05121 -0.40787  0.1681
H -2.61707 0.20034 0.86670  0.1928
H 2.64670 0.16812 -2.18647  0.2138
H 1.79081 -1.37582 -2.55619  0.0589
N -0.39058 1.46021 0.05154  0.2429
N 2.23252 3.33679 -0.93571  0.1368
N 1.71183 -0.41269 -2.63359  0.1495
O -1.22015 -1.60930 1.31564  -0.2411
O -0.18802 -0.42963 -1.04435  0.0862

Properties
Multiplicity ... 1
HOMO level ... -0.32219 Eh
Maximum force ... 8.27 eV Å⁻¹
Energy relative to the best compared isomer or geometry (same formula, charge and spin) ... 8.150 eV


A gas-phase ion, C5H15N2 (charge +1) at a distorted geometry, computed with the ωB97M-V functional and the def2-TZVPD basis.

Each line ends with the Löwdin charge.
Cartesian coordinates (Å):
N -0.08363 -1.73349 1.89872  0.0099
C -1.33457 -1.15493 1.42056  -0.2951
C -1.18356 0.20458 0.76555  -0.1816
C -0.97628 0.15309 -0.79448  -0.1875
C -0.10333 1.29074 -1.29693  -0.1891
C 1.32985 1.35722 -0.77065  -0.1309
N 1.90871 -0.02383 -0.71025  0.2098
H 0.76155 -1.53537 1.36030  0.0364
H -0.10542 -2.73899 1.83382  0.0748
H -2.01159 -1.09063 2.27242  0.1120
H -1.95889 -1.84161 0.82473  0.1206
H -2.08306 0.79541 0.95334  0.1201
H -0.36502 0.76522 1.23837  0.1053
H -1.94679 0.21749 -1.25567  0.1183
H -0.57646 -0.84243 -0.98889  0.1020
H -0.07222 1.30339 -2.39864  0.1242
H -0.53337 2.28090 -1.10531  0.1353
H 1.95881 1.94586 -1.42299  0.1345
H 1.28919 1.75329 0.24271  0.1287
H 1.24150 -0.63001 -0.25056  0.1030
H 2.06925 -0.38933 -1.63043  0.1711
H 2.77532 -0.08656 -0.18571  0.1782

Properties
Multiplicity ... 1
HOMO level ... -0.47115 Eh
Net charge ... +1
Maximum force ... 1.91 eV Å⁻¹
Energy relative to the best compared isomer or geometry (same formula, charge and spin) ... 1.166 eV
SMILES ... NCCCCC[NH3+]


12 unconnected molecules or ions with the total composition C7H33O12 at a distorted geometry, computed with the ωB97M-V functional and the def2-TZVPD basis.

Each line ends with the Mulliken spin population.
Cartesian coordinates (Å):
C 1.81498 -1.60790 1.18655  -0.0010
O 3.07826 -1.04607 0.97961  0.0089
C 0.86487 -1.36077 0.01720  -0.0035
C -0.57268 -1.84882 0.32746  -0.0104
C -1.17091 -0.86790 1.29294  0.1420
C -1.77801 -1.36004 2.40150  0.3132
C -1.24568 1.09501 -0.17719  0.1245
C -1.23962 0.56098 1.06414  0.2266
H 1.93279 -2.62655 1.51323  0.0014
H 1.42373 -1.12920 2.06661  0.0092
H 0.90685 -0.28798 -0.25249  0.0197
H 1.34920 -1.95589 -0.78011  0.0030
H -0.52267 -2.77461 0.84907  -0.0033
H -1.11834 -1.97365 -0.62371  0.0180
H -2.04756 -2.35223 2.61319  0.0119
H -2.20880 -0.70483 3.18203  -0.0023
H -1.39691 2.11343 -0.47614  -0.0288
H -1.06683 0.48277 -1.04760  0.1200
H -1.23379 1.25218 1.88644  0.0112
H 1.50226 1.96272 -2.16080  -0.0003
H 1.84039 0.54792 -2.13638  0.0003
O 1.15296 1.17793 -2.61787  0.0020
H -3.36181 0.54198 -2.09968  -0.0013
H -2.66079 1.71450 -2.52407  -0.0021
O -3.26485 1.47895 -1.84867  0.0308
H -4.13374 0.57029 0.20526  -0.0003
H -3.48356 -0.10635 1.30870  -0.0019
O -4.17457 -0.24958 0.69907  0.0037
H 3.08335 -0.67482 -0.04371  0.0001
H 3.79127 0.60915 -1.63183  0.0001
O 3.05249 0.20024 -1.18223  0.0006
H -3.37410 -2.97615 -0.79885  0.0003
H -3.11678 -2.46153 0.53961  0.0010
O -3.37681 -3.27259 0.11840  0.0018
H -0.00091 -0.55718 -4.55199  0.0000
H -0.02281 0.69192 -3.79818  0.0002
O -0.66795 0.10352 -4.28708  -0.0004
H 1.39744 3.53529 -0.37392  -0.0005
H 2.82305 3.28785 -0.52763  -0.0002
O 2.08218 3.60941 -1.05656  -0.0001
H 2.80661 1.33965 -0.16950  0.0007
H 3.18864 1.22080 1.28734  -0.0003
O 2.91326 1.91209 0.69319  0.0011
H -2.20808 -1.04648 -1.88167  0.0019
H -1.83079 -0.78321 -3.32470  -0.0004
O -2.56884 -1.04734 -2.76250  0.0016
H 2.79335 -0.93871 3.89530  0.0000
H 3.28522 -0.31309 2.57675  -0.0002
O 3.27345 -0.18720 3.53808  0.0001
H 1.36734 1.67685 3.50713  -0.0003
H 1.24680 2.41485 2.26169  0.0005
O 0.87747 2.41039 3.12459  0.0012

Properties
Multiplicity ... 2
HOMO level (alpha / beta) ... -0.36333 / -0.36304 Eh
⟨S²⟩ ... 0.783
Maximum force ... 2.99 eV Å⁻¹


A molecular structure, C21H14N5NiSe, computed with the ωB97M-V functional and the def2-TZVPD basis.

Each line ends with the Löwdin charge.
Cartesian coordinates (Å):
Ni -0.24346 -0.46259 0.47264  0.1271
N -1.67578 -0.08795 1.73125  -0.0140
C -2.31585 1.16148 1.40740  -0.2272
C -2.36139 2.18382 2.33771  -0.0265
C -2.95276 3.39412 2.00336  -0.0913
C -3.50011 3.56193 0.74023  -0.0911
C -3.45005 2.52601 -0.18255  -0.0304
C -2.85616 1.30714 0.12942  -0.1272
C -2.77830 0.17304 -0.82761  -0.1907
C -3.82281 -0.03669 -1.73112  -0.0580
C -3.78109 -1.09402 -2.62363  -0.1059
C -2.68881 -1.95164 -2.61187  -0.0961
C -1.65145 -1.74389 -1.71219  -0.1054
C -1.66360 -0.68366 -0.80135  -0.1309
H -1.29123 -0.05446 2.67293  0.0259
H -2.33590 -0.85963 1.68210  0.1294
H -1.91742 2.03830 3.31570  0.1138
H -2.97608 4.20042 2.72456  0.0985
H -3.95089 4.50670 0.46458  0.0973
H -3.85056 2.67230 -1.17750  0.1096
H -4.68370 0.62246 -1.72092  0.1007
H -4.59574 -1.24965 -3.32018  0.0927
H -2.63930 -2.78051 -3.30796  0.0977
H -0.80337 -2.41749 -1.73430  0.0868
N 1.01016 -0.76215 -0.86103  0.1108
C 1.77777 -0.99010 -1.69293  -0.1314
C 2.69961 -1.24896 -2.70006  -0.2748
C 3.94736 -0.58587 -2.70069  -0.2555
N 4.96020 -0.03037 -2.70760  0.1169
C 2.34051 -2.11973 -3.75508  -0.2635
N 2.04371 -2.83892 -4.60910  0.1000
Se 1.20191 -0.25857 2.35395  0.7050
C 3.06381 -0.46307 2.03252  -0.6575
C 3.73276 0.08069 0.94162  -0.1256
C 5.10545 -0.09808 0.82905  -0.1598
N 5.85036 -0.74941 1.72188  0.0364
C 5.20197 -1.25964 2.76842  -0.1818
C 3.83738 -1.15421 2.96486  -0.1486
H 3.20162 0.64623 0.19013  0.0866
H 5.62575 0.30175 -0.03377  0.0838
H 5.81173 -1.78986 3.49450  0.0926
H 3.37377 -1.60524 3.83262  0.0820

Properties
Multiplicity ... 1
HOMO level ... -0.18163 Eh
Net charge ... -1
Maximum force ... 0.37 eV Å⁻¹
Energy relative to the best compared isomer or geometry (same formula, charge and spin) ... 0.000 eV


A molecular structure, C39H30BrGeN3O2PbS, computed with the ωB97M-V functional and the def2-TZVPD basis.

Each line ends with the Löwdin charge.
Cartesian coordinates (Å):
Pb -2.68004 0.33436 0.19374  1.0409
O -3.50864 3.42406 -0.30630  -0.3715
S -2.87526 3.41515 -1.60307  0.5262
O -3.62321 3.98464 -2.70867  -0.3438
N -2.37724 1.92949 -1.85108  -0.2211
C -1.83185 1.51711 -3.03373  -0.2623
C -1.60376 2.28220 -4.17221  -0.0358
C -1.02515 1.73106 -5.32714  -0.1065
C -0.66544 0.41411 -5.40295  -0.0826
C -0.88288 -0.41266 -4.27580  -0.1692
C -0.55979 -1.79014 -4.26898  -0.0293
C -0.79183 -2.54479 -3.15874  -0.0583
C -1.34988 -1.91734 -2.02623  -0.1360
N -1.66276 -0.64924 -2.00556  0.0342
C -1.44973 0.12600 -3.10073  -0.1530
C -1.39331 4.40304 -1.46376  -0.2637
C -0.47345 4.07848 -0.47356  -0.0495
C 0.67921 4.84184 -0.35663  -0.0786
C 0.90950 5.90852 -1.21872  -0.1073
C -0.01575 6.21914 -2.20486  -0.1052
C -1.17536 5.46317 -2.32929  -0.0795
H -1.89918 3.31996 -4.17572  0.0801
H -0.86997 2.37936 -6.18302  0.0919
H -0.22421 -0.00762 -6.29842  0.0921
H -0.12121 -2.22674 -5.16045  0.1082
H -0.54274 -3.59608 -3.11617  0.1012
H -1.53166 -2.47563 -1.11345  0.0500
H -0.64705 3.22736 0.19212  0.0464
H 1.39939 4.59309 0.41340  0.0917
H 1.81433 6.49797 -1.12144  0.0898
H 0.16406 7.04822 -2.87954  0.0895
H -1.91681 5.68556 -3.08562  0.1005
C -0.81958 1.03158 1.04982  -0.5387
Ge 0.60874 -0.16434 1.40013  0.7531
C 1.35558 -1.20458 -0.14168  -0.2333
C 1.22242 -2.58239 -0.32765  -0.1184
C 1.72902 -3.22169 -1.45430  -0.1194
C 2.38511 -2.49537 -2.43688  -0.1296
C 2.50972 -1.12064 -2.28858  -0.1022
C 1.99345 -0.49298 -1.16328  -0.1074
C 0.14939 -1.33140 2.91940  -0.2989
C 0.39667 -2.67096 2.99849  -0.0845
C -0.29685 -3.53287 3.97625  -0.2656
C -0.70341 -2.79557 5.18664  -0.0982
C -0.89967 -1.44878 5.13422  -0.1286
C -0.57823 -0.71308 3.97068  -0.1124
C 2.22561 0.84790 2.01676  -0.2477
C 2.85886 0.52555 3.21786  -0.1075
C 3.97364 1.22657 3.66607  -0.1168
C 4.48683 2.27553 2.91681  -0.1322
C 3.86663 2.62218 1.72277  -0.1164
C 2.75124 1.91775 1.28900  -0.1271
H 0.69418 -3.17976 0.40164  0.0552
H 1.60113 -4.29392 -1.55967  0.0989
H 2.78193 -2.99188 -3.31564  0.0908
H 2.99840 -0.53136 -3.05675  0.0936
H 2.08707 0.58422 -1.08859  0.0834
H 1.03544 -3.16515 2.28021  0.0818
H 0.27383 -4.43585 4.21563  0.1125
H -0.96747 -3.35350 6.08040  0.0898
H -1.30375 -0.92653 5.99659  0.0876
H -0.83270 0.33750 3.89818  0.0817
H 2.46983 -0.29151 3.81692  0.0877
H 4.44164 0.95150 4.60548  0.0870
H 5.35551 2.82462 3.26303  0.0829
H 4.24767 3.44873 1.13191  0.0883
H 2.26218 2.23411 0.37360  0.0757
Br -0.32367 -6.19237 1.61785  0.6026
C -1.40749 -4.61152 1.83980  -0.6616
C -1.67003 -4.17060 3.22609  -0.3084
C -2.78216 -3.18719 3.12024  -0.0883
C -3.01050 -2.50294 1.97028  -0.2671
N -2.43815 -2.73448 0.75723  -0.0467
C -1.68525 -3.85792 0.74275  -0.3011
H -1.90162 -5.01458 3.88700  0.1078
H -3.34220 -2.92940 4.01056  0.0865
H -3.75209 -1.70511 1.98394  0.0409
H -1.31520 -4.18120 -0.22865  0.0807

Properties
Multiplicity ... 1
HOMO level (alpha / beta) ... -0.02982 / -0.04960 Eh
Net charge ... -2
Maximum force ... 0.38 eV Å⁻¹
Energy relative to the best compared isomer or geometry (same formula, charge and spin) ... 0.000 eV


Electronic energy readings, ordered: -272.6165, -2712.5174, -21926.4551, -547.2849, -308.7498, -1189.2045, -4992.2540, -7060.7433 a.u.